No. 1
C21H26N2O5S in the gas phase at a distorted geometry. Source: the Open Molecules 2025 dataset; level of theory: ωB97M-V with the def2-TZVPD basis set.

## Properties
- energy relative to the best compared isomer or geometry (same formula, charge and spin) (kJ/mol) = 292.6
- E_LUMO (eV) = 0.44
- largest force on an atom (eV/Å) = 1.1

The geometry in XYZ format:
```
55
Properties=species:S:1:pos:R:3:forces:R:3:lowdin_charge:R:1
C -6.80024 -1.78323 0.28793 0.081 0.104 0.237 -0.063
C -6.07963 -0.56766 0.87502 -0.129 0.019 -0.169 -0.390
C -6.72390 0.73346 0.39111 0.071 -0.131 0.227 -0.063
C -4.61149 -0.59671 0.52874 0.053 -0.008 0.266 -0.203
C -3.65376 -0.65335 1.53520 -0.052 -0.009 -0.109 -0.011
C -2.30324 -0.68202 1.22960 0.217 -0.034 0.062 -0.048
C -1.91080 -0.65354 -0.09301 0.568 0.041 0.048 -0.283
S -0.17935 -0.67100 -0.52795 -0.471 0.237 -0.196 0.684
O 0.04363 -1.62130 -1.57858 -0.115 0.070 -0.203 -0.278
O 0.60191 -0.80733 0.67246 -0.258 0.139 0.116 -0.285
N -0.05582 0.85947 -1.22926 -0.278 -1.007 0.282 -0.229
C -0.02386 1.94862 -0.27669 0.095 0.295 0.572 -0.165
C 1.35269 2.10698 0.37006 -0.226 0.136 0.027 -0.161
N 2.37009 2.23251 -0.66557 0.085 -0.046 0.006 -0.137
C 3.66957 2.59474 -0.11729 -0.083 0.354 0.121 -0.111
C 4.07066 1.75816 1.10015 0.044 0.375 -0.124 -0.355
O 4.03261 2.24086 2.21238 -0.051 -0.069 -0.066 0.096
C 4.38410 0.33129 0.88094 0.108 -0.487 0.285 -0.171
C 3.96794 -0.58304 1.84709 0.036 0.220 -0.172 -0.011
C 4.18315 -1.93532 1.68194 0.158 -0.208 -0.221 0.018
C 4.84904 -2.40398 0.55848 0.110 0.453 -0.207 -0.246
O 5.07378 -3.72533 0.39578 0.050 -0.126 -0.103 0.092
C 5.30188 -1.48424 -0.40255 -0.066 0.023 0.126 -0.233
O 5.97815 -2.00803 -1.47934 -0.041 -0.094 0.109 0.056
C 5.06389 -0.13546 -0.24636 -0.072 -0.047 0.194 0.021
C 2.36363 1.06956 -1.53403 -0.268 -0.072 -0.296 -0.172
C 0.99804 0.97773 -2.21395 0.596 -0.325 -0.353 -0.176
C -2.84257 -0.59710 -1.11144 -0.140 -0.027 -0.138 -0.041
C -4.18845 -0.56917 -0.79829 0.150 -0.016 -0.023 -0.014
H -6.33090 -2.70288 0.62930 -0.001 -0.129 -0.012 0.084
H -7.84132 -1.78807 0.60230 -0.125 -0.029 -0.010 0.078
H -6.77054 -1.76563 -0.79826 -0.010 -0.014 -0.149 0.075
H -6.17398 -0.60958 1.96537 0.072 0.001 -0.066 0.131
H -6.20432 1.59240 0.80965 0.007 0.127 -0.002 0.083
H -6.68742 0.80452 -0.69275 -0.007 0.028 -0.148 0.075
H -7.76505 0.77305 0.70270 -0.125 0.039 -0.008 0.078
H -3.96684 -0.67726 2.56894 -0.041 -0.003 0.094 0.115
H -1.54676 -0.73327 1.99706 0.048 0.005 0.138 0.114
H -0.29448 2.86257 -0.81452 -0.030 -0.071 0.058 0.132
H -0.77685 1.74512 0.48671 -0.026 0.209 0.052 0.120
H 1.53139 1.23533 1.01570 0.025 0.183 0.023 0.108
H 1.37222 3.01084 0.98292 -0.030 -0.035 0.035 0.135
H 4.41244 2.52324 -0.91292 0.029 0.018 -0.016 0.116
H 3.60566 3.63765 0.21161 0.164 -0.138 0.038 0.129
H 3.45066 -0.21485 2.71873 -0.055 0.040 0.079 0.123
H 3.84066 -2.64984 2.41191 -0.055 -0.110 0.094 0.124
H 5.53156 -3.85344 -0.44732 -0.041 -0.021 0.086 0.109
H 6.23381 -1.29795 -2.07707 -0.012 -0.068 0.024 0.111
H 5.43439 0.55462 -0.99226 -0.005 0.057 -0.111 0.121
H 2.53080 0.12703 -0.98814 0.092 0.088 -0.135 0.114
H 3.14217 1.19242 -2.29074 0.027 -0.066 0.020 0.127
H 0.80664 1.87652 -2.80711 -0.031 -0.055 0.044 0.131
H 0.94578 0.09284 -2.84798 0.100 0.158 -0.132 0.113
H -2.49561 -0.58363 -2.13196 -0.059 0.026 -0.184 0.118
H -4.91572 -0.52728 -1.59448 -0.082 0.001 -0.108 0.114
```
Positions in Å, forces in eV/Å.

=====

No. 2
2 unconnected molecules or ions with the total composition C2H7NOS at a distorted geometry. Source: the Open Molecules 2025 dataset; level of theory: ωB97M-V with the def2-TZVPD basis set.

## Properties
- energy relative to the best compared isomer or geometry (same formula, charge and spin) (kJ/mol) = 78.2
- E_LUMO (eV) = 0.71
- largest force on an atom (eV/Å) = 2.2

The geometry in XYZ format:
```
12
Properties=species:S:1:pos:R:3:forces:R:3:lowdin_charge:R:1
N 0.93541 -1.75921 -0.32819 -1.211 0.541 -0.107 0.122
C 0.33793 -1.78684 0.88940 -2.053 0.444 0.632 -0.397
O -0.62781 -1.09686 1.19346 0.828 -0.419 -0.487 -0.004
H 1.92297 -1.83207 -0.36176 0.713 -0.211 -0.366 0.085
H 0.42746 -1.11970 -0.94518 0.779 -0.142 0.107 0.076
H 0.60394 -2.58295 1.57258 0.929 -0.281 0.280 0.118
C -0.68327 1.90901 0.11666 -1.332 -0.593 0.266 -0.460
S -1.07170 1.52821 -1.66967 0.139 -0.201 0.919 0.612
H 0.28796 1.55613 0.38663 0.799 0.158 -0.161 0.006
H -0.79891 2.97751 0.18824 0.345 0.336 0.169 0.002
H -1.33503 1.44083 0.90685 0.183 0.192 -1.369 0.041
H 0.00105 0.76593 -1.94902 -0.118 0.177 0.117 -0.201
```
Positions in Å, forces in eV/Å.

=====

No. 3
A molecular structure, C53H51ClN5O4Se4Ta at a distorted geometry. Source: the Open Molecules 2025 dataset; level of theory: ωB97M-V with the def2-TZVPD basis set.

## Properties
- total charge = -2
- E_LUMO (eV) = 3.52
- largest force on an atom (eV/Å) = 4.3

The geometry in XYZ format:
```
119
Properties=species:S:1:pos:R:3:forces:R:3:lowdin_charge:R:1
Ta 0.72901 -0.86409 0.27302 0.190 -1.799 -0.551 1.570
Se -0.14363 -2.87292 1.91960 -0.385 0.259 -0.273 0.019
Se -0.27352 -2.40369 7.21231 -0.477 0.527 0.718 -0.364
Se 1.13985 -3.70293 6.04159 -0.588 -1.290 0.914 -0.290
Se 1.32060 -2.89027 4.01685 1.207 1.562 -2.487 -0.145
C 1.65197 -3.21416 -2.84108 -0.862 1.246 -0.016 -0.082
C 1.22047 -4.37823 -1.98372 -0.195 -0.566 1.495 -0.335
C 2.21878 -4.73820 -0.80539 0.899 -0.983 -2.504 -0.044
C -0.23840 -4.28578 -1.47433 0.159 1.487 0.063 -0.157
C -0.83744 -5.48842 -1.18202 1.258 -1.043 -0.503 -0.082
C -2.16862 -5.60048 -0.94314 -1.734 1.037 0.682 -0.079
C -2.91072 -4.41731 -0.77677 1.166 -0.374 -1.365 -0.035
C -2.36223 -3.14222 -1.02294 -1.301 -1.823 1.004 -0.174
C -3.38184 -2.02358 -0.82752 0.229 1.206 0.030 -0.339
C -4.40031 -1.95691 -1.99840 -0.003 0.878 -0.655 -0.077
C -4.13082 -2.08118 0.57940 2.142 0.198 -0.249 -0.053
C -1.00227 -3.08891 -1.34393 1.171 0.077 0.689 -0.224
N -0.32080 -1.81125 -1.30238 -0.526 -0.173 0.006 -0.143
C -0.60798 -0.97860 -2.35896 0.118 3.018 -1.308 -0.234
C -0.18605 0.38588 -2.34280 0.431 -1.625 1.862 -0.217
N 0.45431 0.82737 -1.20143 0.845 0.191 0.177 -0.046
C 0.99078 2.20817 -1.15791 -0.840 -1.737 -0.972 -0.154
C 0.14857 3.27690 -0.86222 0.920 0.945 0.858 -0.187
C 0.69623 4.56125 -0.66729 0.339 -0.711 0.216 -0.054
C 2.00211 4.74309 -1.02210 2.071 2.041 -0.496 -0.096
C 2.82007 3.74024 -1.56043 -0.451 -0.011 0.445 -0.047
C 2.31554 2.45056 -1.55886 1.291 -0.385 -0.023 -0.141
C 3.32765 1.36866 -1.96271 -0.638 -1.196 1.427 -0.382
C 4.69578 1.51014 -1.26156 0.037 -2.257 1.591 -0.066
C 3.51282 1.28133 -3.42975 0.388 1.272 -2.305 -0.088
C -1.31030 3.25080 -0.72030 -2.171 -0.480 0.980 -0.330
C -1.94618 4.41533 -1.52099 0.536 -0.936 -1.483 -0.079
C -1.84216 3.38420 0.76047 1.644 -0.309 -0.051 -0.046
C -0.61726 1.10125 -3.52197 -0.288 2.678 -0.744 -0.072
C -0.51096 2.45050 -4.04481 -0.279 -1.599 -0.382 0.015
C -1.18645 2.79834 -5.26865 -0.057 -3.088 0.737 -0.063
C -1.92524 1.78690 -5.93462 1.190 1.901 0.184 -0.060
C -2.00205 0.48812 -5.45000 0.521 -2.093 0.229 -0.177
C -2.56010 -0.63930 -6.20015 -0.153 -0.812 0.596 -0.048
C -2.72779 -1.86399 -5.54765 1.257 0.549 -0.669 -0.081
C -2.00945 -2.12396 -4.30563 -0.606 0.053 -0.481 -0.040
C -1.37015 -1.11682 -3.61075 -0.137 -1.149 -0.133 -0.096
C -1.37105 0.16667 -4.22507 -1.301 0.888 -1.932 -0.111
H 2.61843 -3.34270 -3.27027 0.937 -0.449 -0.271 0.058
H 1.66491 -2.19754 -2.33982 -0.096 -1.466 -0.598 0.072
H 0.93536 -3.21939 -3.67900 0.204 0.611 0.096 0.083
H 1.09741 -5.25369 -2.63704 0.639 0.147 -0.059 0.119
H 3.21064 -4.31153 -1.01544 -0.333 0.180 -0.015 0.047
H 2.46354 -5.83470 -0.74438 -0.783 0.844 0.159 0.082
H 1.87140 -4.33619 0.09298 -0.490 0.412 1.617 0.008
H -0.17137 -6.36458 -1.15567 -0.475 0.187 -0.302 0.122
H -2.69112 -6.54829 -0.90380 0.227 -0.121 0.386 0.093
H -3.95094 -4.48225 -0.55897 -0.663 -0.096 0.177 0.093
H -2.77518 -1.09646 -0.92572 -0.511 -0.269 0.485 0.121
H -5.36382 -2.44100 -1.79926 0.193 -0.101 0.328 0.058
H -3.98972 -2.46499 -2.91124 -0.416 0.900 0.732 0.061
H -4.64726 -0.84885 -2.18260 0.382 -1.630 -0.137 0.099
H -4.92917 -2.81458 0.55969 -0.128 -0.091 0.026 0.052
H -4.50583 -1.11324 0.96294 0.083 -0.349 -0.619 0.073
H -3.33408 -2.39667 1.29361 -0.762 0.084 -0.175 0.061
H 0.11890 5.35527 -0.16250 0.279 -0.447 -0.672 0.123
H 2.48690 5.74891 -0.93654 -0.642 -0.784 0.109 0.106
H 3.87506 3.90597 -1.88029 -1.053 0.100 0.365 0.125
H 2.94072 0.38287 -1.67793 -0.219 0.292 0.334 0.100
H 5.42852 1.92985 -1.84202 1.533 1.675 -2.108 0.021
H 5.27420 0.52419 -1.03883 -1.693 1.167 0.027 0.112
H 4.69887 2.12915 -0.36889 -0.372 -0.316 0.356 0.078
H 3.97572 2.22337 -3.77448 -0.004 0.019 0.064 0.073
H 2.57738 1.25873 -4.05575 0.744 -0.661 0.795 0.095
H 4.28135 0.53605 -3.70389 -0.742 -0.143 0.019 0.087
H -1.70751 2.25722 -1.07574 0.343 1.029 0.200 0.147
H -2.10525 5.31142 -0.97361 0.059 0.736 0.823 0.055
H -2.89639 4.11688 -1.91312 -0.833 -0.272 -0.077 0.066
H -1.37131 4.68826 -2.42553 -0.020 -0.194 0.471 0.075
H -1.61084 4.30015 1.35430 0.397 -0.438 -0.804 0.091
H -1.53745 2.51012 1.33524 0.163 0.063 0.115 0.048
H -2.88719 3.34715 0.73734 -1.834 -0.071 -0.206 0.045
H 0.15804 3.19121 -3.62112 -0.112 -0.163 0.291 0.093
H -0.98779 3.70949 -5.78768 -0.097 0.673 0.091 0.078
H -2.33699 2.02928 -6.90064 -0.243 -0.055 -0.216 0.091
H -2.60220 -0.61249 -7.30499 -0.840 0.387 0.726 0.100
H -3.23482 -2.73405 -6.05297 0.813 1.034 0.437 0.104
H -1.95755 -3.18031 -4.06331 -0.084 0.173 0.640 0.104
O 3.22821 2.23877 3.70909 -0.520 -0.119 -0.169 0.086
C 2.40218 2.49393 4.72358 -0.137 0.366 0.725 -0.515
O 2.69201 3.09413 5.74202 1.145 -0.023 -0.580 0.051
C 1.00772 2.06763 4.65830 -3.382 -2.677 -0.389 -0.033
C -0.02449 2.00020 5.68166 0.805 1.135 -3.292 -0.537
Cl -0.04647 2.97129 7.06803 -0.025 -0.291 0.484 0.786
N -1.18294 1.54538 5.05847 -0.585 0.584 -1.037 -0.043
N -0.98034 1.23485 3.72567 1.061 0.176 2.129 0.194
C 0.33197 1.44372 3.53123 -0.338 1.155 0.956 -0.121
C 0.83015 1.11200 2.18294 -0.560 -0.999 -1.833 -0.466
O 1.96931 1.29452 1.67683 -1.692 0.261 1.433 0.007
O -0.10458 0.46738 1.48030 1.486 1.549 1.548 -0.260
C -2.58172 1.65789 5.54022 0.838 -0.720 2.200 -0.126
C -3.69100 2.06155 4.79547 1.575 -0.029 -1.130 -0.011
C -4.92657 2.19835 5.41731 0.566 0.159 -1.150 -0.119
C -5.10273 1.91095 6.71102 -0.137 -0.634 2.272 -0.121
C -4.01527 1.55039 7.51719 -0.224 0.642 0.170 -0.088
C -2.77211 1.39002 6.95311 0.648 0.452 -0.621 -0.045
H 2.81161 1.79999 2.83982 0.216 0.707 1.294 0.082
H -3.57921 2.26319 3.71158 0.021 -0.052 0.851 0.118
H -5.75307 2.64362 4.93068 -0.651 0.021 -1.021 0.093
H -6.10045 1.93693 7.13202 0.038 0.341 0.149 0.100
H -4.11042 1.61901 8.61161 -0.033 -0.711 -0.564 0.110
H -1.96060 1.16298 7.66891 -0.265 -0.022 -1.063 0.096
N 2.44641 -1.38816 0.56702 -1.795 0.586 -1.350 -0.206
C 3.66073 -1.50043 1.11277 1.459 -0.756 1.730 -0.390
C 4.76463 -2.25868 0.60586 -1.329 0.880 0.295 -0.039
C 5.95617 -2.26693 1.32411 0.602 -1.226 -1.296 -0.142
C 6.18111 -1.51764 2.45829 0.227 -0.009 -0.969 -0.126
C 5.10742 -0.78441 2.92503 -0.119 -0.224 1.744 -0.107
C 3.85107 -0.93725 2.40332 -0.881 1.608 0.159 -0.083
H 4.57916 -2.80182 -0.32305 0.409 0.081 0.297 0.084
H 6.77531 -2.92640 0.96801 -0.526 0.535 0.097 0.098
H 7.20803 -1.53634 2.78819 -0.104 0.359 0.727 0.085
H 5.09678 -0.20541 3.84721 0.644 -0.061 -0.087 0.104
H 3.04764 -0.40985 3.03810 0.989 -1.216 -1.648 0.104
```
Positions in Å, forces in eV/Å.

=====

| no. | frontier orbital gap (eV) | HOMO level (eV) |
| --- | --- | --- |
| 1 | 8.844 | -8.407 |
| 2 | 9.753 | -9.040 |
| 3 | 4.868 | -1.345 |